# 1
# C2H4N2

C2H4N2 in the gas phase in a non-equilibrium geometry (the ωB97M-V functional and the def2-TZVPD basis, the Open Molecules 2025 dataset).

For the energy relative to the best compared isomer or geometry (same formula, charge and spin), the calculation gives 75.47 kcal per mole. The SMILES is C=NN=C. The lowest unoccupied orbital energy is 0.165 eV. Its HOMO energy is -0.337 hartree.

Last column: natural (NBO) charge in e.
Cartesian coordinates (Å):
C1 -1.6758 -0.1186 -0.0413  -0.031
N1 -0.5465 0.5192 -0.1407  -0.276
N2 0.4001 -0.3593 -0.0911  -0.316
C2 1.6032 0.0451 -0.0972  -0.047
H1 -1.5984 -1.0684 0.1567  0.159
H2 -2.6661 0.4160 -0.0511  0.180
H3 1.8997 1.0510 0.3614  0.144
H4 2.5838 -0.4849 -0.0965  0.186

# 2
# C2H4N2

2 unconnected molecules or ions with the total composition C2H4N2 in a non-equilibrium geometry (the ωB97M-V functional and the def2-TZVPD basis, the Open Molecules 2025 dataset).

For the energy relative to the best compared isomer or geometry (same formula, charge and spin), the calculation gives 124.97 kcal per mole. The lowest unoccupied orbital energy (spin up / spin down) is 0.933 / -0.520 eV. Its HOMO energy (spin up / spin down) is -0.357 / -0.255 hartree.

Last column: natural (NBO) charge in e.
Cartesian coordinates (Å):
C1 1.9857 -0.0999 0.2677  -0.223
C2 -1.6136 -0.1208 -0.3874  0.139
N1 -2.7079 0.2817 -0.1706  -0.621
N2 1.2410 0.3040 -0.6759  -0.240
H1 3.1029 -0.4648 0.1103  0.191
H2 1.7971 -0.3080 1.3769  0.202
H3 -1.0221 -0.7694 -0.8720  0.182
H4 -2.7832 1.1773 0.3508  0.370

# 3
# C2H4N2

2 unconnected molecules or ions with the total composition C2H4N2 in a non-equilibrium geometry (the ωB97M-V functional and the def2-TZVPD basis, the Open Molecules 2025 dataset).

For the energy relative to the best compared isomer or geometry (same formula, charge and spin), the calculation gives 162.60 kcal per mole. The lowest unoccupied orbital energy (spin up / spin down) is -0.692 / 0.032 eV. Its HOMO energy (spin up / spin down) is -0.275 / -0.337 hartree.

Last column: natural (NBO) charge in e.
Cartesian coordinates (Å):
C1 -0.0883 2.3436 0.3921  -0.285
C2 -0.1378 1.1278 0.4680  0.097
N1 -0.8500 -1.0348 0.3787  -0.532
N2 0.0659 -0.1630 0.5298  -0.255
H1 -0.0753 3.3098 0.0583  0.221
H2 -1.8609 -0.9014 0.1521  0.370
H3 -0.5005 -2.0086 0.3311  0.360
H4 0.8988 -2.6618 0.7942  0.024

# 4
# C2H4N2

C2H4N2 in the gas phase in a non-equilibrium geometry (the ωB97M-V functional and the def2-TZVPD basis, the Open Molecules 2025 dataset).

For the energy relative to the best compared isomer or geometry (same formula, charge and spin), the calculation gives 85.50 kcal per mole. The SMILES is c1c[nH][nH]1. The lowest unoccupied orbital energy is 1.264 eV. Its HOMO energy is -0.302 hartree.

Last column: natural (NBO) charge in e.
Cartesian coordinates (Å):
C1 -0.7309 -0.6328 -0.0966  -0.172
C2 0.6408 -0.6514 -0.0746  -0.097
N1 0.7471 0.7577 -0.0315  -0.489
N2 -0.8260 0.8068 -0.1864  -0.419
H1 -1.5645 -1.4133 0.1324  0.219
H2 1.5365 -1.4272 -0.0786  0.220
H3 1.3511 1.3995 -0.5008  0.384
H4 -1.1541 1.1607 0.8361  0.354